Record 1
{"formula": "C23H22BrNO4S4Sn", "method": "ωB97M-V/def2-TZVPD", "species": ["Sn", "Br", "S", "S", "S", "S", "O", "O", "O", "O", "N", "C", "C", "C", "C", "C", "C", "C", "C", "C", "C", "C", "C", "C", "C", "C", "C", "C", "C", "C", "C", "C", "C", "C", "H", "H", "H", "H", "H", "H", "H", "H", "H", "H", "H", "H", "H", "H", "H", "H", "H", "H", "H", "H", "H", "H"], "coordinates": [[-0.3192, -0.6397, 0.6255], [-5.5179, -3.4222, -2.9170], [-2.3347, 2.6332, 3.0634], [-3.3722, 1.7972, 1.6967], [-1.3143, -0.5307, 3.0645], [-1.0370, 1.1950, 3.9591], [1.2034, 1.3090, 1.4743], [0.7791, 8.2285, 1.9293], [-0.3309, 8.2625, 0.0795], [-0.4682, 1.4111, 0.0073], [0.2639, 7.6821, 0.9694], [-3.3976, -1.2956, -0.0607], [-4.1229, -2.5989, -1.9354], [1.0219, 5.5132, 1.8789], [0.3758, 0.8371, -4.1702], [-0.1855, 5.5666, -0.2178], [1.1461, 0.0917, -3.0939], [-1.8004, -2.1155, -1.6475], [-4.4233, -1.9022, -0.7760], [-1.0954, 0.4033, -4.2019], [2.5783, -1.2798, -1.0715], [1.0287, 0.6463, -5.5429], [0.5004, 3.4675, 0.7306], [0.4321, 1.9659, 0.7588], [2.4641, 0.1097, -1.0566], [3.3852, -1.9951, -0.0148], [-0.1189, 4.1849, -0.2864], [0.3711, 6.2035, 0.8736], [1.7545, 0.7782, -2.0491], [1.0848, 4.1320, 1.8021], [-2.8181, -2.7139, -2.3839], [1.2738, -1.2972, -3.1154], [-2.0802, -1.3834, -0.4960], [1.9700, -1.9732, -2.1173], [-2.5926, -3.2718, -3.2849], [-5.4471, -1.8409, -0.4272], [2.0552, -3.0538, -2.1642], [1.6796, 1.8618, -2.0118], [3.1364, -3.0558, 0.0211], [-0.5581, 3.6492, -1.1181], [-0.7785, -2.2273, -1.9901], [2.9629, 0.6739, -0.2768], [-3.6477, -0.7566, 0.8407], [0.4079, 1.9011, -3.9235], [0.8274, -1.8671, -3.9258], [0.9964, -0.4039, -5.8472], [3.2103, -1.5603, 0.9698], [-1.6583, 1.0106, -4.9173], [4.4532, -1.9120, -0.2268], [-0.6714, 6.1485, -0.9870], [1.4648, 6.0567, 2.7008], [2.0733, 0.9658, -5.5280], [-1.1862, -0.6449, -4.5087], [0.5022, 1.2331, -6.3014], [-1.5555, 0.5090, -3.2164], [1.5780, 3.5499, 2.5703]], "gap_ha": [0.2380, 0.1984], "max_force_ha_per_bohr": 0.0197, "e_tot_ev": -153101.1753, "multiplicity": 1}

Record 2
{"formula": "C23H22CdI2NO6Si", "method": "ωB97M-V/def2-TZVPD", "species": ["I", "I", "Cd", "Si", "O", "O", "O", "O", "O", "O", "N", "C", "C", "C", "C", "C", "C", "C", "C", "C", "C", "C", "C", "C", "C", "C", "C", "C", "C", "C", "C", "C", "C", "C", "H", "H", "H", "H", "H", "H", "H", "H", "H", "H", "H", "H", "H", "H", "H", "H", "H", "H", "H", "H", "H", "H"], "coordinates": [[3.1977, -1.7278, -3.5044], [2.0416, -1.4380, -0.9534], [0.1059, 0.1535, 0.0431], [1.7769, -2.4767, 2.0172], [1.1105, -1.2877, 1.1664], [0.3724, 3.9471, 1.6957], [-4.8394, 3.3854, 1.6219], [-3.7749, -1.0783, -0.8466], [-1.5449, -0.9854, -0.7851], [0.9356, 2.0152, 0.7272], [-1.5504, 1.3135, 0.4170], [4.5298, -3.0675, 1.1642], [5.7524, -2.6556, 0.6618], [2.4147, -3.4996, 4.5256], [-2.7133, -0.5521, -0.5638], [1.4829, -2.4576, 3.9175], [5.2507, -0.3993, 1.2786], [-3.8936, 1.5023, 0.5458], [1.8189, -1.1041, 4.5314], [6.1097, -1.3188, 0.7014], [-3.7354, 2.7227, 1.2051], [-1.3699, 2.4776, 1.0157], [1.6819, -5.3589, 1.4372], [-0.4893, -5.1145, -0.2554], [3.6371, -2.1533, 1.7105], [0.1010, -6.3535, -0.0761], [1.1819, -6.4711, 0.7813], [-2.7525, 0.8190, 0.1641], [0.1192, 2.8726, 1.1738], [0.0187, -4.0097, 0.4030], [-2.4550, 3.2265, 1.4320], [0.0512, -2.8247, 4.2848], [4.0303, -0.8152, 1.7735], [1.1259, -4.0984, 1.2456], [2.3633, -3.4752, 5.6142], [4.2482, -4.1087, 1.0934], [1.2138, -0.3139, 4.0909], [-0.4705, -3.0552, 0.2543], [3.3479, -0.0778, 2.1755], [-4.8723, 1.1026, 0.3391], [6.4204, -3.3787, 0.2176], [2.5226, -5.4836, 2.1066], [-0.6509, -2.0903, 3.8941], [-0.0583, -2.8631, 5.3720], [-4.5779, 4.1909, 2.0853], [1.6314, -1.1228, 5.6078], [2.1355, -4.4977, 4.2003], [1.6424, -7.4379, 0.9313], [7.0421, -0.9909, 0.2656], [-0.2174, -3.8003, 3.8822], [-1.3416, -4.9953, -0.9099], [-0.2771, -7.2166, -0.6070], [-2.2990, 4.1803, 1.9113], [5.5141, 0.6483, 1.3279], [3.4452, -3.3153, 4.2313], [2.8681, -0.8610, 4.3777]], "gap_ha": 0.2885, "max_force_ha_per_bohr": 0.0442, "e_tot_ev": -66633.0330, "e_above_lowest_kj_mol": 94.8, "multiplicity": 1, "charge": -1}

Record 3
{"formula": "C23H22ClF4N2NiSe", "method": "ωB97M-V/def2-TZVPD", "species": ["Se", "Ni", "Cl", "F", "F", "F", "F", "N", "N", "C", "C", "C", "C", "C", "C", "C", "C", "C", "C", "C", "C", "C", "C", "C", "C", "C", "C", "C", "C", "C", "C", "C", "H", "H", "H", "H", "H", "H", "H", "H", "H", "H", "H", "H", "H", "H", "H", "H", "H", "H", "H", "H", "H", "H"], "coordinates": [[0.1085, 2.9662, -0.5217], [-0.5503, 0.7412, 0.0096], [-0.6173, -1.7665, 2.9196], [-2.0957, 1.6884, 1.8837], [-3.8210, 1.9448, 3.9491], [-6.2810, -1.7112, 2.3479], [-4.6415, -2.0043, 0.2894], [-0.3989, -0.2676, -2.0015], [-2.4220, -0.1363, -0.0691], [-4.0215, 0.9880, 3.0258], [1.1266, 0.1368, 1.1512], [2.7308, -3.1590, 0.2854], [-5.2579, -0.8431, 2.2201], [-3.2995, -0.1177, 0.9399], [-2.5936, -1.0650, -1.1662], [-5.1061, 0.1373, 3.1767], [4.0763, 3.4895, -1.7541], [2.7000, 3.3131, -1.7412], [0.2028, 0.5645, -3.0440], [1.3843, -1.2891, 1.1335], [-1.8008, -0.5242, -2.3445], [4.1161, 3.3441, 0.6360], [2.4662, -1.8085, 0.3865], [2.0115, 3.1503, -0.5391], [0.6447, -2.2661, 1.8398], [0.3422, -1.5264, -1.9289], [4.7929, 3.5054, -0.5657], [-3.1661, 0.8689, 1.9684], [-4.4078, -0.9777, 1.1457], [0.9035, -3.6217, 1.7493], [2.7402, 3.1697, 0.6505], [1.9399, -4.0856, 0.9526], [1.3887, -1.3183, -1.7214], [2.1417, -5.1463, 0.8758], [3.5671, -3.4957, -0.3171], [1.2353, 0.7928, -2.7817], [5.8670, 3.6459, -0.5749], [0.2692, -2.0780, -2.8787], [-0.3409, 1.5013, -3.1343], [4.6638, 3.3569, 1.5714], [-2.2505, 0.4312, -2.6222], [-3.6355, -1.1395, -1.4892], [0.2922, -4.3149, 2.3130], [2.2165, 3.0470, 1.5897], [-2.2637, -2.0768, -0.8934], [-0.0395, -2.1542, -1.1249], [2.1440, 3.3047, -2.6707], [0.7094, 0.5233, 2.0822], [-5.7804, 0.2262, 4.0141], [1.9936, 0.7029, 0.8233], [-1.8678, -1.2079, -3.2047], [0.1898, 0.0417, -4.0137], [4.5921, 3.6158, -2.6995], [3.1024, -1.0960, -0.1280]], "gap_ha": [0.2443, 0.2698], "max_force_ha_per_bohr": 0.0169, "e_tot_ev": -156971.5079, "e_above_lowest_kj_mol": 7.3, "multiplicity": 3, "charge": -1}

Record 4
{"formula": "C23H22ClN3O4S", "method": "ωB97M-V/def2-TZVPD", "species": ["Cl", "S", "O", "O", "O", "O", "N", "N", "N", "C", "C", "C", "C", "C", "C", "C", "C", "C", "C", "C", "C", "C", "C", "C", "C", "C", "C", "C", "C", "C", "C", "C", "H", "H", "H", "H", "H", "H", "H", "H", "H", "H", "H", "H", "H", "H", "H", "H", "H", "H", "H", "H", "H", "H"], "coordinates": [[-6.9837, -1.0728, -0.6430], [2.2562, -0.6702, 1.9118], [3.1218, 3.3042, -0.7666], [-0.7178, 0.2619, -0.9497], [-1.5968, 2.6344, 0.6824], [0.5556, -2.8943, 0.1085], [0.4851, 1.3759, 1.7105], [0.9672, 2.6669, -1.0429], [-0.6655, -0.6640, 1.1061], [-0.4129, -0.6828, -0.2341], [2.2265, 2.4984, -0.5891], [0.2453, -1.8813, -0.7363], [3.5755, 0.3980, -0.0191], [5.8486, -1.2887, 0.0174], [-5.0324, 0.7768, -0.8383], [-1.8259, 1.4762, 0.9428], [4.6192, -1.7642, 0.7934], [0.7481, -2.1458, -1.9873], [2.4374, 1.2379, 0.1786], [-0.7768, 0.6387, 1.7125], [-3.8418, 1.3516, -0.4453], [3.6025, -0.6761, 0.8073], [-3.0982, 0.8115, 0.6052], [-5.4963, -0.3451, -0.1659], [0.5611, 3.8464, -1.7661], [4.6311, 0.6280, -1.0525], [5.4245, -0.6528, -1.3045], [1.2450, -3.7953, -0.5966], [1.3966, -3.3929, -1.8918], [1.6174, 0.7877, 1.1763], [-3.5816, -0.3132, 1.2720], [-4.7789, -0.8872, 0.8916], [-5.1597, -1.7531, 1.4103], [-3.4561, 2.2217, -0.9534], [0.3303, 3.6058, -2.8062], [0.6591, -1.5143, -2.8465], [-0.3218, 4.2795, -1.2941], [4.8051, -1.3619, -1.8596], [0.3259, 2.3086, 1.3247], [4.1707, 0.9863, -1.9752], [4.8925, -2.0451, 1.8134], [-1.1205, 0.5152, 2.7493], [5.2928, 1.4238, -0.6998], [-0.2598, -1.4036, 1.6632], [1.3852, 4.5576, -1.7340], [0.2965, 1.9105, -0.9998], [1.5726, -4.6757, -0.0790], [-3.0392, -0.7371, 2.1021], [4.1960, -2.6544, 0.3115], [6.5167, -2.1328, -0.1629], [6.3034, -0.4266, -1.9101], [-5.6008, 1.1901, -1.6564], [1.9070, -3.9166, -2.6733], [6.3879, -0.5495, 0.6127]], "smiles": "CNC(=O)c1c(N[C@H](NC(=O)c2ccco2)C(=O)c2ccc(Cl)cc2)sc2c1CCCC2", "gap_ha": 0.2850, "max_force_ha_per_bohr": 0.0254, "e_tot_ev": -60227.1155, "e_above_lowest_kj_mol": 160.0, "multiplicity": 1}